Entry 1:
Entry from OMol25: an isolated ion of composition C8H15N3O3P and charge +1 at a distorted geometry (ωB97M-V/def2-TZVPD).

XYZ file:
```
30
Properties=species:S:1:pos:R:3:forces:R:3
C 2.354960 0.094884 0.103422 -2.721 0.798 0.152
C -0.347199 1.123781 1.268375 -1.766 3.315 0.427
C -2.465355 0.207725 0.679381 -0.989 -1.781 -1.229
C -1.039835 1.354677 -1.051435 0.538 -1.354 1.089
C -0.673669 -1.185845 1.486970 0.077 -0.534 2.203
C -1.553618 -1.072013 -1.233861 -0.004 -3.524 1.216
C 1.161792 0.560648 -0.697371 0.458 -1.182 1.252
C 4.296200 -1.041918 -0.082398 3.675 0.045 -2.407
N -1.388087 0.120839 1.533334 2.806 -0.846 -0.362
N 0.053432 1.191690 -0.126573 -0.313 0.248 -1.368
N -2.002317 0.235070 -0.872136 -1.955 0.112 0.435
O 2.459572 0.144363 1.298003 0.042 0.303 1.041
O -0.059501 -3.294568 -0.320133 -0.249 0.262 0.134
O 3.176390 -0.473011 -0.699741 0.849 0.589 -1.638
P -0.140915 -1.827407 -0.168376 0.880 1.857 -1.306
H -0.843878 2.164119 1.580138 1.220 -1.945 -0.808
H 0.574568 0.996290 1.795889 0.060 -0.382 0.859
H -3.084479 -0.748824 0.710756 0.513 1.510 0.189
H -3.023376 1.102790 0.835613 -0.531 0.644 -0.020
H -1.690990 2.150351 -0.810271 0.023 1.759 -0.144
H -0.667318 1.249611 -2.040985 0.112 0.685 -0.970
H 0.157061 -1.145523 2.291565 -1.010 -0.083 -1.699
H -1.352628 -1.948514 1.892870 -0.007 -0.099 -0.220
H -2.340275 -1.824184 -0.932663 0.267 0.798 -0.295
H -1.533193 -1.198653 -2.300499 0.828 0.054 -0.533
H 1.468165 0.800875 -1.724188 -0.812 -0.170 0.252
H 3.919235 -1.859961 0.458459 0.267 -0.929 1.359
H 5.041979 -0.318041 0.387640 -1.679 -0.825 0.044
H 4.914870 -1.423028 -0.972737 -1.010 0.188 1.330
H -2.816383 0.380874 -1.515662 0.433 0.488 1.022
```
Forces are in eV/Å.

* total energy: -28430.88560 eV
* highest occupied orbital energy (alpha / beta): -0.4251 / -0.4309 hartree
* frontier orbital gap (alpha / beta): 7.067 / 7.605 eV
* E_LUMO (alpha / beta): -4.501 / -4.120 eV
* energy above the lowest of the compared OMol25 structures with the same formula, charge and spin: 28.6 kcal/mol
* charge: +1


Entry 2:
Entry from OMol25: a 2-piece molecular cluster, C9H13NO overall at a distorted geometry (ωB97M-V/def2-TZVPD).

XYZ file:
```
24
Properties=species:S:1:pos:R:3:forces:R:3
C 0.368199 1.385580 0.153773 2.250 1.426 0.972
N 1.739978 0.940324 -0.235248 1.692 0.277 1.480
C 2.120988 -0.417210 -0.106485 0.161 3.957 0.152
C 3.601263 -0.654699 -0.184710 2.550 -3.372 -0.298
O 1.332445 -1.281513 0.115844 -0.869 -1.363 -0.101
H -0.396731 0.587329 0.674281 4.899 2.055 -1.339
H 0.500133 2.438378 0.805339 -0.511 -2.849 -1.532
H -0.155976 1.641462 -0.774847 0.481 0.213 0.366
H 2.546438 1.559318 0.101070 -1.809 -1.127 -0.949
H 4.453759 -0.035713 0.218904 -1.744 0.137 0.300
H 4.061525 -0.739183 -1.299026 -1.664 -0.576 2.369
H 3.568949 -1.696805 0.488569 0.987 2.346 -2.326
C -1.857992 -1.376202 0.896337 0.098 1.655 0.238
C -1.683278 -0.045617 1.309286 -3.159 -1.729 0.325
C -1.892015 1.048929 0.448710 -3.621 -2.198 -0.424
C -2.164139 0.778262 -0.891668 -0.346 -2.377 2.892
C -2.209776 -0.537620 -1.308977 0.110 0.126 0.097
C -2.078132 -1.586753 -0.445119 0.764 -1.664 -0.307
H -1.824625 -2.142633 1.656550 0.262 -0.229 -0.251
H -1.536234 -0.001670 2.361735 0.341 0.981 0.684
H -1.886750 2.032398 0.815168 0.273 1.088 0.423
H -2.311734 1.485753 -1.585404 -0.465 2.832 -2.176
H -2.332511 -0.797037 -2.328505 -0.154 0.133 -0.963
H -1.963795 -2.585067 -0.885577 -0.528 0.256 0.369
```
Forces are in eV/Å.

* total energy: -13077.29825 eV
* highest occupied orbital energy: -0.3016 hartree
* frontier orbital gap: 8.972 eV
* SMILES: CNC(C)=O.c1ccccc1
* E_LUMO: 0.766 eV
* energy above the lowest of the compared OMol25 structures with the same formula, charge and spin: 110.1 kcal/mol


Entry 3:
Entry from OMol25: a 7-piece molecular cluster, C26H69N3O10 overall (ωB97M-V/def2-TZVPD).

XYZ file:
```
108
Properties=species:S:1:pos:R:3:forces:R:3
C 1.939717 22.525489 -1.114900 0.173 0.007 0.017
O 2.105470 22.509425 -2.517772 0.123 0.137 0.361
C 0.939623 22.781167 -3.261205 0.103 -0.141 -0.750
C 0.633438 24.242247 -3.517245 -0.195 0.298 0.333
N 0.133758 24.971881 -2.354238 0.000 -0.092 0.068
C -0.035834 26.393685 -2.646672 -0.258 -0.140 0.205
C 1.244245 27.194460 -2.574140 0.072 0.263 -0.584
O 1.797705 27.256116 -1.279370 0.355 -0.394 -0.113
C 1.045233 27.991545 -0.365965 -0.097 0.436 0.621
H 1.842585 23.538385 -0.711448 -0.183 -0.050 -0.014
H 2.842501 22.114213 -0.663657 -0.012 -0.142 -0.142
H 1.081781 21.910485 -0.829057 -0.046 0.104 0.133
H 0.057533 22.258787 -2.869913 0.082 0.098 0.275
H 1.153353 22.339546 -4.238862 -0.116 -0.019 -0.045
H -0.176602 24.267185 -4.255921 0.167 -0.003 -0.143
H 1.509914 24.752167 -3.942286 0.039 -0.310 -0.168
H 0.804131 24.894888 -1.596701 -0.088 0.052 -0.010
H -0.763942 26.811774 -1.948642 -0.049 0.014 0.001
H -0.477297 26.515286 -3.639589 0.039 -0.085 -0.028
H 1.057298 28.200300 -2.986280 0.081 0.016 0.234
H 2.012879 26.740351 -3.203025 0.041 0.012 0.015
H 1.628661 28.093755 0.551174 0.093 -0.060 -0.122
H 0.109382 27.501371 -0.081087 -0.096 0.058 -0.156
H 0.846220 29.004107 -0.739581 -0.158 -0.067 -0.037
C -2.477042 26.400423 -6.317217 -0.045 0.127 -0.034
O -2.300527 27.637692 -6.982424 0.180 -0.058 0.400
C -0.989365 27.816677 -7.487935 0.018 -0.272 -0.156
C -0.713665 26.923163 -8.700606 -0.217 -0.439 0.012
N 0.289937 27.504853 -9.581077 -0.115 0.006 0.450
C 1.039165 26.560761 -10.387854 0.010 0.019 -0.146
C 0.232400 25.827327 -11.435016 -0.569 0.389 0.056
O -0.562548 26.789612 -12.119993 0.398 0.122 -0.116
C -1.456072 26.180401 -13.005479 -0.310 -0.423 0.058
H -3.308067 26.507058 -5.619642 -0.061 0.017 -0.119
H -1.592128 26.122933 -5.727501 0.029 0.038 -0.136
H -2.705026 25.595687 -7.025221 0.065 -0.029 0.064
H -0.240059 27.578099 -6.719758 -0.131 0.158 0.097
H -0.876282 28.871781 -7.733883 -0.138 -0.017 -0.166
H -1.676738 26.686722 -9.186437 0.091 0.287 -0.098
H -0.363547 25.947591 -8.338415 0.190 0.113 -0.087
H -0.180143 28.159419 -10.195927 0.159 0.048 -0.029
H 1.503919 25.807301 -9.747435 0.131 0.126 0.092
H 1.839521 27.094195 -10.903363 0.040 0.038 0.165
H -0.465827 25.103809 -10.986033 0.307 -0.207 -0.041
H 0.934185 25.343621 -12.119676 -0.234 -0.294 -0.052
H -2.270621 25.680854 -12.454043 0.086 0.051 -0.091
H -0.959233 25.413438 -13.614936 -0.005 0.124 -0.076
H -1.890105 26.936105 -13.653787 0.035 0.097 -0.023
C 0.878655 22.388299 -13.206912 -0.062 -0.028 0.066
O 1.465202 22.822106 -12.002829 -0.047 -0.001 0.153
C 1.567572 21.779390 -11.047061 -0.290 0.474 -0.300
C 2.358102 22.296828 -9.863261 -0.025 -0.181 -0.225
N 2.536419 21.223865 -8.908476 0.389 -0.292 0.101
C 3.503087 21.561202 -7.868289 -0.531 0.411 0.017
C 3.781668 20.364579 -7.009980 -0.624 -0.045 0.330
O 4.470518 19.417056 -7.768680 0.530 -0.081 -0.334
C 4.831046 18.298737 -7.007366 -0.141 -0.309 0.217
H -0.076558 21.875661 -13.031032 0.049 0.033 0.014
H 1.547609 21.705721 -13.747631 -0.057 0.038 0.003
H 0.690043 23.272320 -13.812817 0.050 -0.016 -0.060
H 2.022702 20.915749 -11.549884 0.151 -0.137 0.350
H 0.567206 21.500759 -10.684547 0.066 -0.159 -0.179
H 1.771247 23.094615 -9.398408 0.131 0.093 0.007
H 3.313580 22.726489 -10.205118 -0.074 0.012 -0.043
H 2.893331 20.401173 -9.388669 -0.056 0.064 -0.006
H 3.043297 22.328069 -7.233619 0.159 0.075 -0.027
H 4.430236 21.975329 -8.293809 0.052 -0.065 0.129
H 2.813774 19.938372 -6.692834 0.104 0.100 0.078
H 4.339589 20.623671 -6.101935 0.112 0.119 -0.074
H 5.333821 18.583230 -6.073947 0.050 0.074 -0.087
H 5.508705 17.692800 -7.602373 -0.039 -0.080 -0.025
H 3.941242 17.714276 -6.733012 0.105 -0.049 -0.055
C 1.978526 25.851652 -6.551451 -0.608 0.237 0.108
C 3.403860 25.616984 -6.165205 0.479 0.014 -0.083
O 3.969903 26.856538 -5.765332 -0.058 -0.181 -0.009
H 1.871553 26.610489 -7.330140 0.198 -0.131 -0.135
H 1.408372 26.225792 -5.694342 0.069 -0.083 0.014
H 1.512710 24.920490 -6.876449 -0.058 -0.026 -0.087
H 3.964234 25.206594 -7.018367 -0.085 -0.030 0.058
H 3.456896 24.867961 -5.359410 0.044 0.110 0.007
H 4.914442 26.719853 -5.606357 0.066 0.080 0.061
C 1.716337 30.321776 -7.397852 0.055 -0.237 -0.488
C 1.319131 31.490896 -6.525331 -0.381 0.090 -0.274
O 1.196604 32.719382 -7.255921 0.238 -0.120 0.289
H 1.259091 30.348437 -8.389774 -0.282 0.249 0.145
H 1.372235 29.386801 -6.950764 0.379 -0.040 0.092
H 2.787459 30.284201 -7.602289 0.053 -0.089 0.298
H 2.011545 31.585065 -5.684595 -0.004 0.135 0.011
H 0.327297 31.309048 -6.108859 -0.009 0.037 0.025
H 2.060158 33.139837 -7.289447 -0.005 -0.018 -0.077
C 5.608888 26.866364 -2.885551 -0.425 -0.309 0.018
C 6.907072 26.460664 -3.536712 0.242 -0.169 -0.207
O 6.753914 26.548892 -4.974712 0.068 -0.056 0.535
H 5.232101 27.815070 -3.265442 0.160 0.086 0.061
H 5.684002 26.903445 -1.798327 0.212 0.135 -0.035
H 4.835369 26.119271 -3.092418 0.086 0.067 -0.112
H 7.166412 25.431750 -3.254585 -0.110 0.047 -0.101
H 7.760648 27.075746 -3.231823 -0.231 0.198 0.028
H 7.633933 26.503425 -5.357772 -0.076 -0.027 -0.156
C 4.411546 28.308039 -9.024430 -0.173 -0.249 0.007
C 5.095861 26.996467 -9.356549 -0.091 0.486 -0.304
O 4.397133 26.386454 -10.441960 -0.006 -0.136 0.106
H 4.488717 29.013902 -9.851701 0.087 0.005 0.001
H 4.862503 28.730768 -8.126152 -0.038 0.084 -0.032
H 3.348947 28.141084 -8.832512 0.045 -0.013 0.071
H 5.088876 26.348706 -8.476276 0.134 -0.036 -0.025
H 6.123017 27.211498 -9.675584 0.079 -0.191 0.238
H 4.793436 25.524939 -10.603029 -0.041 0.017 -0.074
```
Forces are in eV/Å.

* total energy: -53021.42859 eV
* highest occupied orbital energy: -0.3105 hartree
* frontier orbital gap: 8.903 eV
* SMILES: COCCNCCOC.COCCNCCOC.COCCNCCOC.CCO.CCO.CCO.CCO
* E_LUMO: 0.454 eV
* energy above the lowest of the compared OMol25 structures with the same formula, charge and spin: 0.0 kcal/mol